The following is a quantum chemistry calculation of a cluster of 2 separate species, C3H7F3N3S in total in a non-equilibrium geometry, from OMol25.

```
! wB97M-V def2-TZVPD RIJCOSX def2/J DEFGRID3
* xyz 1 1
S -1.9800 1.2065 0.0482
F 2.9401 -0.1538 -0.0088
F 1.7016 0.1649 -1.7487
F 1.7340 1.6561 -0.1565
N 0.3988 -1.6687 0.3188
N 1.2331 -2.5756 -0.3380
N 0.0363 0.2911 1.4137
C -3.0381 2.2777 -0.5004
C 0.6528 -0.3996 0.4159
C 1.7761 0.3433 -0.4049
H -0.6962 -0.1252 2.0941
H -0.4486 -2.1185 0.5945
H -3.4259 3.0529 0.1828
H 2.0585 -2.1531 -0.8414
H 0.7046 -3.3137 -0.9774
H -0.1377 1.2427 1.3765
H -3.5092 2.2728 -1.4683
*
```

## Properties
- energy relative to the best compared isomer or geometry (same formula, charge and spin) (eV) = 0.806
- HOMO (eV) = -12.76
- calculated total energy (Eh) = -980.2173
- LUMO energy (eV) = -4.41

---

The following is a quantum chemistry calculation of the ion C2H4O3P with charge -1 in a non-equilibrium geometry, from OMol25.

```
! wB97M-V def2-TZVPD RIJCOSX def2/J DEFGRID3
* xyz -1 1
P -1.5943 -0.0573 -0.0421
O -0.5512 0.8343 -0.9371
O -2.7912 0.6327 0.5700
O -1.7572 -1.3206 -0.7449
C 0.0393 0.5265 0.3192
C 1.4458 -0.3582 0.0484
H 1.6118 -1.2789 0.7329
H 2.2841 0.2589 0.0476
H 0.0962 1.4529 0.9198
H 1.2166 -0.6904 -0.9137
*
```

## Properties
- SMILES = C[C@H]1O[P@@]1(=O)[O-]
- energy relative to the best compared isomer or geometry (same formula, charge and spin) (eV) = 1.012
- HOMO (eV) = -4.61
- calculated total energy (Eh) = -645.7672
- LUMO energy (eV) = 4.23

---

The following is a quantum chemistry calculation of a structure of composition FHNO4S2 in a non-equilibrium geometry, from OMol25.

```
! wB97M-V def2-TZVPD RIJCOSX def2/J DEFGRID3
* xyz -1 1
S 1.0879 1.1388 -0.4713
S -1.2230 -0.4305 -0.3043
F -1.4207 -2.1898 -0.5871
O -0.4322 1.4451 -0.3127
O -2.4486 -0.0929 0.3382
O -0.1452 -0.7039 0.9740
O 1.8502 2.1368 0.2287
N 1.2800 -0.3611 0.4793
H 1.4517 -0.9427 -0.3448
*
```

## Properties
- energy relative to the best compared isomer or geometry (same formula, charge and spin) (eV) = 2.410
- HOMO (eV) = -5.12
- calculated total energy (Eh) = -1252.5296
- LUMO energy (eV) = 3.59

---

The following is a quantum chemistry calculation of a structure of composition C18H47BaN2O13P2 in a non-equilibrium geometry, from OMol25.

```
! wB97M-V def2-TZVPD RIJCOSX def2/J DEFGRID3
* xyz -1 1
Ba -11.5745 -25.3347 6.1113
P -8.0077 -19.3761 5.5859
P -12.7749 -30.3389 11.3072
O -7.2153 -25.7601 9.5768
O -7.4750 -18.1189 6.4116
O -12.1483 -31.7337 10.7419
O -15.6342 -24.5061 4.9524
O -12.0876 -30.2709 12.7401
O -6.8561 -19.7319 4.4947
O -12.5099 -29.2002 4.2687
O -9.1300 -18.7377 4.5881
O -8.5843 -20.5393 6.3055
O -14.3244 -30.5709 11.5511
O -10.8142 -24.3519 1.8362
O -13.4156 -21.7515 10.0218
O -12.4948 -29.2332 10.4416
N -6.3913 -26.3349 11.6374
N -13.6375 -19.4677 10.5432
C -13.4161 -33.6863 10.0356
C -12.3834 -31.2731 13.7792
C -15.2199 -29.5019 11.7361
C -10.3816 -16.8479 5.2448
C -5.6625 -21.6663 5.1030
C -12.2810 -19.2619 10.9946
C -6.0978 -18.1433 6.8702
C -5.9214 -27.4046 12.4353
C -5.8800 -19.0063 8.0539
C -14.0588 -20.6612 10.1969
C -14.4281 -18.2960 10.9905
C -10.3985 -18.3296 5.2301
C -6.4746 -26.4621 10.2513
C -11.8386 -32.6347 13.6260
C -7.0018 -25.1831 12.2992
C -16.3203 -29.7113 12.8287
C -6.7532 -21.1002 4.1245
C -12.7409 -32.3363 9.5868
H -9.4492 -16.5837 5.7438
H -11.2278 -18.6704 4.6102
H -4.7485 -21.1409 4.8261
H -11.9415 -30.8761 14.6931
H -12.0095 -29.9217 4.6972
H -5.6688 -17.1605 7.0657
H -16.8083 -30.6469 12.5558
H -6.7046 -27.9700 12.9403
H -6.1359 -20.0350 7.8003
H -6.5818 -24.9353 13.2740
H -13.4805 -31.6943 9.1084
H -15.4546 -18.3230 10.6251
H -5.5005 -18.5006 6.0314
H -5.5784 -22.7053 4.7845
H -15.1276 -20.5147 9.9771
H -5.9184 -27.3447 9.8993
H -15.8017 -29.8478 13.7776
H -11.5532 -20.0605 10.8504
H -4.8394 -18.9804 8.3773
H -12.2575 -19.0748 12.0681
H -10.7523 -32.6906 13.5554
H -16.9720 -28.8591 13.0213
H -11.9009 -33.2260 14.5396
H -6.3324 -18.6039 8.9602
H -12.1795 -33.1420 12.7235
H -7.2882 -24.2729 11.7723
H -16.3363 -23.9722 5.3725
H -15.6553 -29.4443 10.7385
H -5.4814 -28.0958 11.7165
H -14.6641 -28.5895 11.9524
H -10.2214 -23.6024 2.0395
H -10.6758 -18.6888 6.2211
H -10.3212 -16.5304 4.2039
H -12.6370 -34.4196 10.2439
H -14.5045 -18.2245 12.0755
H -7.9109 -25.6742 12.6461
H -7.6389 -21.7243 4.2434
H -13.9234 -34.0811 9.1553
H -6.0668 -21.5497 6.1085
H -13.4669 -31.3399 13.8779
H -14.0012 -33.4186 10.9154
H -6.5192 -21.0323 3.0620
H -11.9895 -32.3056 8.7977
H -13.9333 -17.3851 10.6537
H -5.1971 -27.1080 13.1940
H -11.7028 -18.4518 10.5501
H -11.2396 -16.2959 5.6285
*
```

## Properties
- energy relative to the best compared isomer or geometry (same formula, charge and spin) (eV) = 11.618
- HOMO (eV) = -3.24
- calculated total energy (Eh) = -2509.7215
- LUMO energy (eV) = 0.74

---

The following is a quantum chemistry calculation of a cluster of 2 separate species, C4H8O2 in total, from OMol25.

```
! wB97M-V def2-TZVPD RIJCOSX def2/J DEFGRID3
* xyz 0 1
O 1.9042 0.5266 0.4623
O -1.3377 0.0899 -1.1970
C -1.5498 0.7724 -0.1716
C 1.4237 -0.1598 -0.6527
C -1.0290 0.4181 1.0824
C 0.3175 -1.0985 -0.3513
H 1.1286 0.4984 -1.4834
H -1.2669 -0.5988 1.3855
H 1.0948 0.8375 0.9151
H 0.3844 -1.6281 0.5928
H -0.0768 -1.6842 -1.1720
H -2.1606 1.6831 -0.2885
H 2.2488 -0.7923 -1.0246
H -1.0810 1.1357 1.9029
*
```

## Properties
- energy relative to the best compared isomer or geometry (same formula, charge and spin) (eV) = 5.062
- HOMO (alpha / beta) (eV) = -8.50 / -8.50
- calculated total energy (Eh) = -307.5264
- LUMO energy (alpha / beta) (eV) = -0.68 / -0.68

---

The following is a quantum chemistry calculation of the molecule C3H3ClF2 in a non-equilibrium geometry, from OMol25.

```
! wB97M-V def2-TZVPD RIJCOSX def2/J DEFGRID3
* xyz 0 1
Cl 2.0471 -0.1330 -0.6301
F -0.1346 1.3781 -1.2728
F -0.3609 -1.4780 -1.1838
C -0.4901 0.7507 -0.1108
C -0.4878 -0.7501 -0.0483
C 0.7030 0.0431 0.4874
H 0.9862 0.1176 1.5976
H -1.1179 -1.2458 0.6192
H -1.1451 1.3175 0.5415
*
```

## Properties
- SMILES = F[C@@H]1[C@H](F)[C@@H]1Cl
- energy relative to the best compared isomer or geometry (same formula, charge and spin) (eV) = 1.441
- HOMO (eV) = -10.36
- calculated total energy (Eh) = -775.9662
- LUMO energy (eV) = 0.73

---

Which of these has the highest energy relative to the best compared isomer or geometry (same formula, charge and spin)?
C18H47BaN2O13P2

---

The lowest calculated total energy belongs to which entry?
C18H47BaN2O13P2

---

The highest energy relative to the best compared isomer or geometry (same formula, charge and spin) belongs to which entry?
C18H47BaN2O13P2